A structure of composition C31H49BrFeN2OP2 at a distorted geometry, computed with ωB97M-V/def2-TZVPD.

```
87
C31H49BrFeN2OP2 (ωB97M-V/def2-TZVPD)
C 1.825 -2.155 -5.365
C 1.995 -0.897 -4.761
C 1.477 0.242 -5.419
C 0.870 0.066 -6.672
N 0.729 -1.143 -7.222
C 1.200 -2.233 -6.616
C 2.623 -0.817 -3.470
C 3.184 -0.784 -2.368
C 3.283 -0.412 -0.955
C 2.476 -1.055 0.005
C 2.426 -0.526 1.309
C 2.799 0.819 1.397
C 3.737 1.448 0.617
C 4.048 0.721 -0.552
Fe 0.997 1.335 1.598
P -0.919 0.074 -0.500
H 1.514 1.235 -4.968
H 2.148 -3.056 -4.851
H 0.481 0.930 -7.227
H 1.083 -3.210 -7.102
H 4.772 1.144 -1.248
H 2.035 -2.029 -0.222
H 4.195 2.418 0.845
H 2.108 -1.155 2.129
C -2.633 -0.097 0.205
C -3.818 -0.346 -0.718
H -2.807 0.818 0.791
H -2.513 -0.917 0.929
H -4.719 -0.390 -0.094
H -3.968 0.455 -1.451
H -3.767 -1.302 -1.249
C -1.143 0.957 -2.136
C -1.653 0.189 -3.353
H -0.130 1.323 -2.368
H -1.764 1.848 -1.949
H -1.771 0.900 -4.181
H -0.931 -0.567 -3.693
H -2.633 -0.283 -3.195
C -0.649 -1.673 -1.108
C -1.724 -2.584 -1.719
H -0.281 -2.171 -0.198
H 0.196 -1.581 -1.808
H -1.241 -3.555 -1.911
H -2.554 -2.783 -1.027
H -2.122 -2.249 -2.689
Br 1.847 2.078 3.553
P -0.662 3.347 0.896
C -2.173 3.752 -0.059
C -3.072 4.820 0.534
H -2.729 2.814 -0.179
H -1.868 4.035 -1.071
H -3.942 4.986 -0.104
H -3.449 4.550 1.518
H -2.562 5.777 0.629
C -1.136 3.707 2.649
C -0.517 4.984 3.232
H -0.805 2.834 3.246
H -2.237 3.736 2.704
H -0.623 4.936 4.329
H 0.560 5.078 2.999
H -1.047 5.896 2.895
C 0.724 4.363 0.267
C 0.446 5.797 -0.150
H 1.069 3.795 -0.612
H 1.535 4.300 1.005
H 1.383 6.237 -0.504
H -0.278 5.876 -0.965
H 0.107 6.427 0.674
O -0.515 -1.940 2.085
C 0.080 -2.690 2.868
C -0.598 -3.281 4.091
C -0.857 -4.760 3.861
C 0.354 -5.668 4.133
C 1.593 -5.415 3.271
C 2.190 -4.024 3.410
N 1.382 -3.046 2.685
H 0.060 -3.103 4.950
H -1.533 -2.724 4.225
H -1.671 -5.059 4.529
H -1.213 -4.930 2.833
H 0.635 -5.607 5.194
H 0.040 -6.702 3.951
H 2.388 -6.118 3.547
H 1.341 -5.567 2.211
H 2.288 -3.700 4.454
H 3.182 -3.996 2.936
H 1.822 -2.743 1.822
```

Output
* molecular weight: 663.4 g mol⁻¹
* LUMO energy (alpha / beta): -7.461 / -8.990 eV
* net charge: +2
* gap between HOMO and LUMO (alpha / beta): 6.41 / 4.88 eV
* <S²>: 6.2783
* 2S+1: 5



A cluster of 12 separate species, C31H49F5N2O37S5 in total at a distorted geometry, computed with ωB97M-V/def2-TZVPD.

```
129
C31H49F5N2O37S5 (ωB97M-V/def2-TZVPD)
O -6.359 0.865 -0.305
C -5.763 1.380 -1.245
O -5.475 2.714 -1.364
C -5.291 2.975 -2.777
C -4.723 1.642 -3.191
F -3.431 1.676 -2.864
O -5.362 0.651 -2.353
H -6.210 3.270 -3.284
H -4.540 3.765 -2.799
H -4.779 1.494 -4.269
O -1.048 0.116 -2.303
C -0.513 -0.209 -1.244
O -1.097 -0.199 -0.020
C -0.116 -0.188 1.022
C 1.151 -0.585 0.380
F 1.567 -1.814 0.591
O 0.843 -0.293 -1.026
H 0.082 0.855 1.270
H -0.399 -0.803 1.876
H 1.962 0.000 0.814
O -2.143 2.174 1.677
C -3.289 1.917 1.855
O -3.752 0.700 2.249
C -5.103 0.862 2.554
C -5.391 2.337 2.388
F -5.318 2.895 3.612
O -4.259 2.761 1.642
H -5.689 0.245 1.872
H -5.343 0.566 3.575
H -6.361 2.522 1.926
O -1.001 0.575 -8.500
C -1.148 0.596 -7.287
O -1.088 1.714 -6.547
C -1.082 1.386 -5.189
C -1.728 0.004 -5.179
F -3.042 0.016 -5.077
O -1.421 -0.447 -6.461
H -0.027 1.351 -4.918
H -1.531 2.148 -4.551
H -1.428 -0.772 -4.474
O 5.808 -1.565 -4.049
C 4.934 -2.104 -3.350
O 3.752 -1.698 -3.196
C 2.959 -2.573 -2.414
C 3.858 -3.757 -2.223
F 3.539 -4.774 -3.053
O 5.061 -3.257 -2.739
H 2.767 -2.080 -1.461
H 1.974 -2.818 -2.812
H 3.972 -4.139 -1.208
O 2.786 4.985 -2.656
S 3.166 4.132 -3.820
O 3.606 4.749 -5.130
O 4.282 2.955 -3.341
C 3.693 1.743 -3.050
C 2.162 1.975 -3.147
O 2.085 2.916 -4.128
H 4.060 0.919 -3.661
H 4.064 1.568 -2.040
H 1.642 2.210 -2.219
H 1.785 1.035 -3.548
O 3.258 -7.469 2.403
S 3.310 -6.008 2.303
O 4.557 -5.321 2.605
O 2.714 -5.457 0.867
C 1.362 -4.960 0.849
C 1.334 -4.387 2.313
O 2.079 -5.356 3.037
H 1.131 -4.252 0.053
H 0.714 -5.827 0.722
H 0.292 -4.218 2.584
H 1.881 -3.447 2.394
O 1.163 0.816 5.958
S 0.096 -0.127 5.633
O 0.389 -1.171 4.600
O -0.536 -0.791 7.037
C -1.935 -0.827 6.949
C -2.423 0.370 6.104
O -1.297 0.745 5.302
H -2.154 -1.782 6.470
H -2.270 -0.829 7.987
H -2.568 1.203 6.792
H -3.318 0.172 5.515
O 4.404 -1.210 2.055
S 5.051 -1.109 0.721
O 4.580 -0.200 -0.312
O 6.671 -0.947 0.949
C 7.456 -1.980 0.432
C 6.532 -3.172 0.502
O 5.285 -2.635 0.253
H 7.885 -1.800 -0.553
H 8.135 -2.311 1.218
H 6.413 -3.687 1.455
H 6.807 -3.887 -0.274
O -0.388 5.760 -3.682
S -1.386 4.835 -3.130
O -2.449 4.310 -3.970
O -0.614 3.542 -2.393
C -0.316 3.731 -1.018
C -1.353 4.698 -0.493
O -1.969 5.294 -1.598
H -0.199 2.831 -0.415
H 0.622 4.234 -0.784
H -1.045 5.407 0.274
H -2.178 4.165 -0.019
C 2.780 4.161 0.969
N 1.627 4.230 1.887
C 1.241 3.101 2.555
C 0.274 3.324 3.748
O 1.655 1.991 2.181
H 3.045 3.128 0.744
H 3.595 4.594 1.550
H 2.656 4.703 0.032
H 1.139 5.103 2.026
H -0.055 4.357 3.857
H 0.846 3.147 4.659
H -0.589 2.670 3.871
C -4.682 -6.120 1.636
N -4.418 -4.692 1.359
C -3.192 -4.118 1.217
C -3.180 -2.681 0.896
O -2.131 -4.773 1.432
H -5.508 -6.607 1.118
H -4.885 -6.130 2.707
H -3.744 -6.599 1.356
H -5.152 -3.999 1.315
H -3.239 -2.155 1.848
H -3.877 -2.406 0.104
H -2.233 -2.457 0.405
```

Output
* structure (SMILES): O=C1OC[C@@H](F)O1.O=C1OC[C@@H](F)O1.O=C1OC[C@@H](F)O1.O=C1OC[C@@H](F)O1.O=C1OC[C@@H](F)O1.O=S1(=O)OCCO1.O=S1(=O)OCCO1.O=S1(=O)OCCO1.O=S1(=O)OCCO1.O=S1(=O)OCCO1.CNC(C)=O.CNC(C)=O
* molecular weight: 1297.0 g mol⁻¹
* LUMO energy: -0.287 eV
* gap between HOMO and LUMO: 9.92 eV



A cluster of 3 separate species, C31H49I2N5O10P in total at a distorted geometry, computed with ωB97M-V/def2-TZVPD.

```
98
C31H49I2N5O10P (ωB97M-V/def2-TZVPD)
C 2.884 4.930 0.823
C 1.833 4.880 -0.440
O 2.445 5.150 -1.752
C 1.695 4.438 -2.833
C 2.584 3.128 -3.370
O 1.689 2.235 -4.121
C 1.967 0.813 -3.862
C 1.449 0.344 -2.342
N -0.042 0.276 -2.159
C -0.298 -0.109 -0.729
C -1.905 -0.195 -0.275
C -3.056 0.177 -1.422
N -3.260 -0.916 -2.448
C -2.384 -0.617 1.234
C -3.975 -0.678 1.626
I -4.973 1.259 1.991
C -4.616 -2.016 1.737
C -6.215 -2.118 2.147
I -3.530 -3.886 1.400
C -1.285 -0.962 2.400
C -1.803 -1.406 3.912
O -2.417 -0.544 4.729
O -1.561 -2.835 4.300
C 0.329 -0.845 1.979
P 1.567 -1.212 3.413
N 1.142 -0.236 4.675
O 3.223 -0.824 3.044
O 1.490 -2.880 3.937
C 0.793 -0.436 0.432
N 2.269 -0.394 0.158
C 2.608 0.021 -1.246
C 4.237 0.137 -1.598
C 4.901 -1.361 -1.763
C 5.630 -1.922 -0.384
C 5.353 -3.562 -0.216
C 4.857 -3.986 1.291
N 5.733 -3.473 2.414
H 3.592 3.970 0.843
H 3.585 5.886 0.813
H 2.259 4.961 1.831
H 1.304 3.812 -0.477
H 0.995 5.673 -0.218
H 1.594 5.155 -3.764
H 0.608 4.135 -2.518
H 3.427 3.598 -4.057
H 3.105 2.616 -2.448
H 1.263 0.203 -4.609
H 3.058 0.467 -4.102
H -4.086 0.483 -0.954
H -2.680 1.133 -2.030
H -4.177 -0.796 -2.976
H -3.213 -1.875 -2.040
H -6.593 -3.162 1.748
H -6.249 -2.158 3.327
H -6.838 -1.246 1.677
H 0.322 0.341 4.383
H 3.564 -1.362 2.246
H 2.409 -3.250 3.692
H 4.722 0.598 -0.610
H 4.464 0.872 -2.480
H 5.727 -1.301 -2.591
H 4.031 -2.095 -2.121
H 6.814 -1.833 -0.503
H 5.360 -1.312 0.578
H 6.304 -4.203 -0.490
H 4.491 -3.919 -0.958
H 4.898 -5.173 1.332
H 3.775 -3.557 1.454
H 5.533 -2.461 2.636
H 6.746 -3.604 2.176
O -2.716 6.665 0.950
C -2.260 7.786 0.740
O -1.112 7.942 0.045
C -0.605 9.205 -0.424
C 0.224 9.887 0.646
C -2.912 9.000 1.338
H -1.413 9.840 -0.800
H 0.035 8.981 -1.284
H -0.375 10.122 1.530
H 0.657 10.816 0.265
H 1.035 9.230 0.978
H -2.537 9.151 2.353
H -3.992 8.830 1.374
H -2.768 9.908 0.751
O -5.270 -5.835 -1.460
C -5.024 -7.017 -1.234
O -4.084 -7.363 -0.326
C -3.865 -8.702 0.154
C -2.924 -9.459 -0.763
C -5.689 -8.102 -2.032
H -4.812 -9.226 0.311
H -3.401 -8.604 1.141
H -3.344 -9.572 -1.765
H -2.712 -10.454 -0.361
H -1.980 -8.915 -0.875
H -5.128 -8.270 -2.955
H -6.703 -7.776 -2.281
H -5.798 -9.041 -1.489
```

Output
* molecular weight: 936.5 g mol⁻¹
* LUMO energy: 1.021 eV
* net charge: -1
* gap between HOMO and LUMO: 5.59 eV



A structure of composition C31H49N2O2PSi4TeTi, computed with ωB97M-V/def2-TZVPD.

```
91
C31H49N2O2PSi4TeTi (ωB97M-V/def2-TZVPD)
Ti -0.226 -1.135 1.138
C 3.507 1.105 0.529
C 2.110 0.582 0.569
N 1.820 -0.511 1.214
O 2.824 -1.187 1.895
C 1.025 1.256 -0.107
C 1.165 2.547 -0.850
N -0.130 0.637 -0.008
O -1.201 1.057 -0.523
H 4.165 0.415 -0.008
H 3.894 1.225 1.543
H 3.554 2.062 0.019
H 3.650 -1.094 1.396
H 1.832 2.448 -1.709
H 1.546 3.342 -0.208
H 0.183 2.836 -1.215
C -6.193 1.291 -0.355
C -6.153 1.299 1.035
C -5.083 0.721 1.695
C -4.044 0.149 0.959
C -4.084 0.141 -0.431
C -5.166 0.711 -1.085
P -2.679 -0.643 1.823
C -3.430 -1.702 3.084
C -3.868 -2.950 2.638
C -4.455 -3.840 3.521
C -4.601 -3.488 4.858
C -4.168 -2.248 5.305
C -3.585 -1.350 4.420
C -1.682 0.588 2.701
C -0.632 0.079 3.486
C 0.368 0.925 3.961
C 0.329 2.273 3.646
C -0.712 2.780 2.873
C -1.709 1.948 2.392
H -7.034 1.737 -0.870
H -6.960 1.747 1.600
H -5.057 0.704 2.779
H -3.266 -0.293 -0.990
H -5.208 0.708 -2.166
H -3.744 -3.215 1.593
H -4.795 -4.805 3.169
H -5.056 -4.181 5.553
H -4.290 -1.974 6.344
H -3.253 -0.380 4.773
H -0.647 -0.965 3.797
H 1.165 0.526 4.575
H 1.102 2.936 4.012
H -0.739 3.837 2.637
H -2.494 2.337 1.757
C -0.952 -8.125 -0.888
Si -1.545 -6.348 -0.919
C -3.001 -6.130 0.247
C -2.086 -5.872 -2.646
Si 0.220 -4.949 -0.253
Te -0.564 -2.629 -0.970
Si 2.186 -5.233 -1.510
C 2.999 -6.865 -1.079
C 3.348 -3.810 -1.119
C 1.749 -5.201 -3.329
Si 0.639 -5.004 2.056
C 2.462 -4.833 2.442
C -0.053 -6.545 2.855
C -0.195 -3.477 2.815
H -1.776 -8.799 -1.135
H -0.568 -8.410 0.093
H -0.159 -8.289 -1.622
H -3.899 -6.588 -0.177
H -3.215 -5.072 0.411
H -2.811 -6.598 1.215
H -2.858 -6.562 -2.996
H -1.256 -5.909 -3.353
H -2.502 -4.863 -2.668
H 3.281 -6.914 -0.025
H 3.908 -6.998 -1.671
H 2.339 -7.709 -1.289
H 3.678 -3.847 -0.079
H 2.851 -2.852 -1.293
H 4.234 -3.857 -1.757
H 1.128 -6.058 -3.599
H 2.651 -5.240 -3.945
H 1.204 -4.290 -3.588
H 3.040 -5.637 1.981
H 2.644 -4.868 3.519
H 2.845 -3.882 2.067
H 0.354 -7.444 2.389
H -1.140 -6.580 2.762
H 0.196 -6.579 3.918
H 0.449 -2.632 2.519
H -0.186 -3.474 3.908
H -1.225 -3.345 2.477
```

Output
* molecular weight: 800.5 g mol⁻¹
* LUMO energy (alpha / beta): -3.510 / -3.266 eV
* net charge: +1
* gap between HOMO and LUMO (alpha / beta): 6.61 / 6.89 eV
* <S²>: 0.7650
* relative energy (zero: lowest compared OMol25 entry of this formula, charge and spin): 1.0 kcal/mol
* 2S+1: 2



molecular weight of number 2 (C31H49F5N2O37S5)?
1297.0 g mol⁻¹